113
Properties=species:S:1:pos:R:3 method="wB97M-V/def2-TZVPD" gap_ha=0.2743 homo_ev=-13.277 total_charge=+3
C -4.067 -4.736 5.323
C -3.046 -3.601 5.577
C -3.414 -2.337 4.727
O -2.939 -3.396 6.927
H -3.869 -4.907 4.261
H -5.072 -4.316 5.374
H -3.951 -5.701 5.814
H -2.076 -3.838 5.121
H -2.777 -1.478 4.946
H -4.448 -2.118 4.996
H -3.258 -2.494 3.659
C -6.622 -6.765 5.372
C -6.646 -7.190 6.835
C -5.691 -8.327 7.159
N -5.705 -8.692 8.687
C -7.037 -9.233 9.307
C -7.317 -10.666 8.653
C -6.239 -11.643 9.064
C -4.851 -11.175 8.516
C -4.590 -9.704 9.010
C -5.361 -7.486 9.484
H -5.576 -6.800 5.066
H -6.895 -5.717 5.267
H -7.150 -7.499 4.763
H -7.628 -7.471 7.218
H -6.267 -6.348 7.415
H -4.650 -8.121 6.907
H -5.904 -9.326 6.778
H -7.750 -8.418 9.189
H -6.907 -9.354 10.382
H -7.454 -10.598 7.573
H -8.227 -11.174 8.975
H -6.432 -12.670 8.759
H -6.112 -11.658 10.148
H -4.799 -11.342 7.439
H -4.079 -11.861 8.867
H -3.650 -9.331 8.603
H -4.520 -9.746 10.097
H -4.514 -7.033 8.965
H -5.039 -7.712 10.499
H -6.085 -6.675 9.424
C 1.251 -2.348 4.653
C 1.550 -1.585 5.956
C 0.320 -0.843 6.593
N 0.720 0.373 7.495
C 1.309 1.548 6.612
C 1.430 2.851 7.397
C 0.187 3.252 8.162
C -0.319 2.104 9.068
C -0.540 0.822 8.295
C 1.824 -0.083 8.470
H 1.788 -3.294 4.707
H 1.525 -1.816 3.744
H 0.190 -2.602 4.680
H 2.296 -0.828 5.704
H 2.174 -2.190 6.616
H -0.334 -1.504 7.161
H -0.244 -0.531 5.713
H 0.480 1.688 5.919
H 2.269 1.309 6.159
H 1.690 3.664 6.720
H 2.224 2.813 8.144
H -0.634 3.443 7.468
H 0.373 4.174 8.710
H -1.250 2.462 9.506
H 0.386 2.001 9.894
H -1.381 1.020 7.630
H -0.788 -0.019 8.942
H 2.571 -0.475 7.784
H 1.336 -0.774 9.156
H 2.200 0.833 8.920
C -1.595 -6.567 7.913
N -0.036 -6.551 7.902
C 0.465 -7.907 8.447
C 0.459 -6.368 6.517
C 0.646 -5.458 8.777
C 0.284 -3.991 8.449
O -0.987 -3.781 9.076
H -1.975 -7.475 7.444
H -1.970 -5.667 7.423
H -1.893 -6.661 8.957
H 1.549 -7.951 8.351
H -0.095 -8.613 7.836
H 0.220 -8.040 9.500
H 1.546 -6.416 6.492
H 0.085 -5.428 6.115
H 0.008 -7.211 5.993
H 1.731 -5.497 8.666
H 0.457 -5.781 9.800
H 0.072 -3.813 7.395
H 0.998 -3.329 8.938
H -1.570 -3.496 8.363
C -5.005 -0.281 7.314
N -5.383 -0.305 8.814
C -6.885 -0.170 8.776
C -4.774 -1.652 9.235
C -4.812 0.930 9.524
C -4.948 0.867 11.062
O -4.283 -0.146 11.801
H -5.530 -1.116 6.856
H -3.930 -0.314 7.145
H -5.492 0.633 6.975
H -7.410 0.007 9.714
H -7.357 -1.047 8.331
H -7.184 0.596 8.061
H -5.271 -2.452 8.690
H -5.042 -1.900 10.263
H -3.689 -1.579 9.199
H -5.398 1.771 9.152
H -3.817 1.083 9.106
H -5.983 1.033 11.361
H -4.433 1.777 11.378
H -4.752 -0.292 12.627